[1]
{
  "formula": "C12H11BrIN2O7P2S2SbSe4Ti",
  "method": "wB97M-V/def2-TZVPD",
  "symbols": ["Ti", "S", "C", "S", "C", "C", "N", "C", "N", "C", "C", "O", "P", "O", "O", "O", "P", "O", "O", "O", "H", "H", "H", "H", "H", "H", "H", "Se", "Sb", "Se", "Se", "Se", "Br", "C", "C", "C", "C", "C", "C", "I", "H", "H", "H", "H"],
  "coordinates": [[-0.298, -0.219, -0.742], [-1.479, 0.187, -4.485], [-1.885, -1.006, -3.409], [-0.641, -1.861, -2.442], [-3.217, -1.417, -3.158], [-4.282, -0.559, -3.499], [-5.165, 0.185, -3.623], [-3.589, -2.586, -2.445], [-3.982, -3.542, -1.928], [-3.496, 2.929, 1.307], [-2.830, 1.566, 1.258], [-3.507, 0.692, 2.157], [-1.063, 1.641, 1.730], [-0.527, 3.007, 1.196], [-1.024, 1.625, 3.298], [-0.347, 0.438, 1.160], [-2.812, 0.773, -0.405], [-4.199, 1.204, -0.995], [-1.604, 1.301, -1.186], [-2.558, -0.690, -0.152], [-3.433, 3.336, 2.317], [-4.543, 2.816, 1.030], [-3.013, 3.618, 0.617], [-3.303, -0.220, 1.891], [0.413, 3.154, 1.526], [-0.082, 1.749, 3.592], [-4.464, 0.874, -1.886], [2.022, 2.701, 3.039], [3.612, 1.386, 1.666], [2.219, -0.465, -0.553], [1.269, 1.218, -1.823], [4.492, -0.329, 3.079], [-0.656, -1.791, 4.275], [-2.029, -2.389, 3.119], [-3.339, -2.340, 3.583], [-4.374, -2.773, 2.765], [-4.106, -3.261, 1.495], [-2.802, -3.307, 1.035], [-1.763, -2.865, 1.843], [0.135, -2.801, 0.991], [-3.535, -1.944, 4.569], [-5.394, -2.707, 3.124], [-4.897, -3.575, 0.826], [-2.603, -3.629, 0.024]],
  "forces_ev_per_a": [[-0.3, -0.4, 0.0], [0.0, 0.0, 0.0], [0.0, 0.0, 0.0], [0.0, 0.0, 0.0], [0.0, 0.1, 0.0], [0.0, -0.1, 0.0], [0.0, 0.0, 0.0], [0.0, 0.0, 0.0], [0.0, 0.0, 0.0], [0.0, 0.0, 0.0], [0.0, 0.0, 0.0], [0.0, 0.0, 0.0], [0.0, 0.0, 0.0], [0.0, 0.1, 0.0], [0.0, 0.0, 0.0], [0.0, 0.0, 0.1], [0.0, 0.0, -0.1], [0.0, -0.1, 0.0], [-0.1, 0.1, 0.0], [0.1, 0.1, 0.0], [0.0, 0.0, 0.0], [0.0, 0.0, 0.0], [0.0, 0.0, 0.0], [0.0, 0.0, 0.0], [0.0, 0.0, 0.0], [0.0, 0.0, 0.0], [0.0, 0.0, 0.0], [0.0, 0.1, 0.0], [0.0, -0.1, 0.0], [0.0, 0.1, -0.1], [0.2, 0.1, -0.1], [0.0, 0.0, 0.0], [0.0, 0.0, 0.0], [0.0, 0.0, 0.1], [0.0, 0.0, -0.1], [0.0, 0.0, 0.1], [0.0, 0.0, 0.0], [0.0, 0.0, 0.0], [0.0, 0.0, 0.0], [0.0, 0.0, 0.1], [0.0, 0.0, 0.0], [0.0, 0.0, 0.0], [0.0, 0.0, 0.0], [0.0, 0.0, 0.0]],
  "relative_energy_kcal_mol": 31.1,
  "charge": -2,
  "homo_lumo_gap_ev": 6.4,
  "lumo_energy_ev": 3.94,
  "energy_ha": -16146.83984
}


[2]
{
  "formula": "C5H12AuN2OS5Sb",
  "method": "wB97M-V/def2-TZVPD",
  "symbols": ["Au", "S", "Sb", "S", "S", "S", "C", "N", "C", "C", "N", "H", "H", "H", "H", "H", "H", "C", "S", "C", "O", "H", "H", "H", "H", "H", "H"],
  "coordinates": [[0.287, 1.610, -1.692], [-1.729, -1.976, -4.803], [-0.405, -1.417, -3.018], [0.977, 0.513, -3.597], [-1.643, -0.548, -1.197], [1.045, -3.043, -2.281], [-1.913, 0.246, 2.140], [-2.177, 1.558, 1.550], [-3.528, 1.751, 1.037], [-1.217, 2.093, 0.825], [-0.316, 2.546, 0.167], [-2.523, 0.145, 3.038], [-0.860, 0.182, 2.398], [-2.125, -0.544, 1.420], [-4.234, 1.577, 1.850], [-3.721, 1.048, 0.216], [-3.638, 2.777, 0.679], [3.604, -0.551, -0.929], [2.976, 0.003, 0.686], [1.673, -1.245, 0.846], [4.021, -0.322, 1.695], [3.929, -1.581, -0.842], [4.433, 0.097, -1.192], [2.816, -0.469, -1.670], [0.940, -1.122, 0.078], [1.220, -1.098, 1.826], [2.108, -2.229, 0.769]],
  "forces_ev_per_a": [[0.2, 0.1, 0.0], [0.0, 0.0, 0.0], [-0.1, 0.0, 0.1], [-0.1, 0.1, 0.0], [-0.2, -0.1, 0.1], [0.0, 0.0, 0.0], [0.2, -0.1, 0.1], [0.3, 0.4, -0.2], [-0.3, 0.0, -0.2], [3.4, 1.2, -2.5], [-3.3, -1.3, 2.5], [0.0, 0.0, 0.0], [0.0, 0.0, 0.1], [-0.1, -0.1, -0.1], [0.0, 0.0, 0.0], [0.0, 0.1, 0.1], [0.0, -0.2, 0.0], [-0.2, 0.1, 0.6], [-0.7, -0.2, -1.0], [0.7, 0.4, 0.5], [0.6, -0.2, 0.6], [0.0, -0.2, 0.1], [0.1, 0.1, 0.0], [-0.2, 0.0, -0.2], [-0.6, 0.2, -0.6], [0.0, 0.0, 0.0], [0.2, -0.3, 0.0]],
  "relative_energy_kcal_mol": 5.9,
  "charge": -2,
  "homo_lumo_gap_ev": 5.5,
  "lumo_energy_ev": 4.61,
  "energy_ha": -2749.41222
}


[3]
{
  "formula": "C7H6NO2Se",
  "method": "wB97M-V/def2-TZVPD",
  "symbols": ["C", "C", "C", "C", "C", "C", "C", "N", "O", "O", "Se", "H", "H", "H", "H", "H", "H"],
  "coordinates": [[-0.678, 0.527, -2.225], [-0.419, -0.875, -2.074], [-1.230, 1.233, -1.210], [0.292, -1.455, -1.110], [-1.017, -0.122, 0.724], [0.717, -3.060, -1.041], [0.803, -1.803, 1.909], [-1.434, 0.727, -0.022], [1.948, -3.057, -1.020], [-0.285, -3.802, -0.980], [1.257, -0.617, 0.228], [-0.896, 0.947, -3.199], [-0.944, -1.614, -2.790], [-1.658, 2.185, -1.250], [0.835, -0.996, 2.695], [-0.135, -2.266, 1.703], [1.688, -2.397, 1.993]],
  "forces_ev_per_a": [[-1.5, 0.5, 0.1], [-0.3, -1.6, -1.2], [0.7, 0.2, -1.5], [0.3, -2.3, 0.0], [-1.3, 0.4, 0.9], [-2.2, 2.6, -0.1], [1.7, 2.6, -1.0], [-0.2, -1.3, 2.4], [0.1, -2.0, -0.1], [1.7, -0.4, -0.2], [0.5, 0.5, 1.7], [0.5, 0.0, -0.3], [1.1, 1.3, 0.8], [-0.3, 1.6, -1.0], [-0.5, -1.0, -0.8], [-0.4, -0.3, 0.1], [0.1, -0.8, 0.1]],
  "relative_energy_kcal_mol": 71.6,
  "charge": -1,
  "homo_lumo_gap_ev": 7.1,
  "lumo_energy_ev": 3.19,
  "energy_ha": -2876.91614
}


[4]
{
  "formula": "C6H9N2O2",
  "method": "wB97M-V/def2-TZVPD",
  "symbols": ["C", "C", "O", "O", "H", "H", "H", "C", "C", "C", "C", "N", "N", "H", "H", "H", "H", "H", "H"],
  "coordinates": [[1.304, -0.541, 2.511], [2.409, 0.084, 1.690], [3.375, 0.518, 2.349], [2.349, 0.128, 0.432], [1.521, -1.009, 3.470], [0.649, -1.319, 2.089], [0.587, 0.281, 2.658], [-2.844, 0.452, -0.844], [-1.460, 0.153, -1.294], [0.359, 0.609, -2.337], [-0.514, -0.703, -0.858], [-0.884, 0.951, -2.277], [0.690, -0.441, -1.503], [1.077, 0.937, -3.071], [-3.598, 0.258, -1.608], [-2.999, 1.478, -0.524], [1.441, -0.166, -0.759], [-0.393, -1.480, -0.138], [-3.070, -0.191, 0.014]],
  "forces_ev_per_a": [[-2.2, -0.4, 0.1], [2.0, -0.3, 0.4], [-0.4, 0.0, 0.1], [-0.6, 0.0, -0.4], [0.8, 0.7, 0.2], [0.5, 0.2, -0.9], [0.1, -0.1, 0.4], [-0.4, -0.9, 0.4], [0.1, 0.6, -0.4], [0.5, -1.1, -0.1], [1.0, -0.4, 0.3], [-0.6, 0.6, -0.4], [-0.5, 1.4, -0.1], [0.0, 0.5, 0.1], [0.0, -0.1, -0.1], [0.3, 0.2, 0.0], [0.2, -0.9, -0.1], [-0.8, -0.2, 0.7], [-0.1, 0.1, -0.1]],
  "relative_energy_kcal_mol": 24.4,
  "charge": -1,
  "homo_lumo_gap_ev": 8.4,
  "lumo_energy_ev": 3.67,
  "energy_ha": -494.08376
}


[5]
{
  "formula": "C5H6O2",
  "method": "wB97M-V/def2-TZVPD",
  "symbols": ["C", "C", "C", "C", "C", "O", "O", "H", "H", "H", "H", "H", "H"],
  "coordinates": [[-1.584, -0.698, -0.060], [-0.256, -0.077, 0.208], [0.195, 1.323, 0.054], [0.942, 0.196, -0.657], [1.680, -0.578, 0.394], [2.769, -1.029, 0.568], [0.580, -0.705, 1.221], [-2.243, -0.584, 0.807], [-1.468, -1.765, -0.271], [-2.060, -0.216, -0.919], [0.658, 1.838, 0.893], [-0.389, 1.950, -0.615], [1.084, 0.146, -1.730]],
  "forces_ev_per_a": [[0.0, 0.0, 0.0], [-0.3, 0.1, -0.1], [-0.1, 0.2, 0.1], [0.1, -0.1, -0.2], [0.6, -0.2, 0.0], [-0.6, 0.2, -0.1], [0.1, -0.1, 0.1], [0.1, 0.0, -0.1], [0.0, 0.1, 0.0], [0.1, -0.1, 0.1], [-0.1, -0.1, -0.1], [0.1, -0.1, 0.1], [0.0, 0.0, 0.2]],
  "relative_energy_kcal_mol": 30.0,
  "homo_lumo_gap_ev": 11.2,
  "lumo_energy_ev": 0.80,
  "energy_ha": -344.55417
}


[6]
{
  "formula": "C37H55As3BN3O2SeZr",
  "method": "wB97M-V/def2-TZVPD",
  "symbols": ["Zr", "O", "C", "C", "C", "C", "C", "C", "C", "N", "C", "C", "N", "C", "C", "C", "C", "C", "C", "C", "O", "H", "H", "H", "H", "H", "H", "H", "H", "H", "H", "H", "H", "H", "H", "C", "As", "C", "C", "C", "C", "C", "As", "C", "C", "C", "As", "C", "C", "H", "H", "H", "H", "H", "H", "H", "H", "H", "H", "H", "H", "H", "H", "H", "H", "H", "H", "H", "H", "H", "H", "H", "H", "H", "H", "H", "C", "C", "C", "C", "C", "C", "Se", "C", "C", "C", "H", "H", "H", "H", "H", "H", "H", "H", "H", "H", "H", "B", "C", "N", "H", "H", "H"],
  "coordinates": [[-0.668, -0.548, -0.029], [0.986, -0.412, 1.213], [1.816, -1.212, 1.832], [2.837, -0.663, 2.626], [3.772, -1.470, 3.233], [3.717, -2.863, 3.103], [2.685, -3.414, 2.382], [1.726, -2.615, 1.737], [0.595, -3.303, 1.147], [-0.389, -2.800, 0.499], [-1.514, -3.715, 0.210], [-2.810, -2.917, 0.203], [-2.544, -1.793, -0.685], [-3.211, -1.693, -1.772], [-2.889, -0.797, -2.860], [-3.848, -0.529, -3.842], [-3.558, 0.297, -4.904], [-2.279, 0.850, -4.997], [-1.306, 0.570, -4.058], [-1.595, -0.263, -2.974], [-0.656, -0.553, -2.083], [2.864, 0.413, 2.743], [4.553, -1.016, 3.831], [4.451, -3.491, 3.586], [2.591, -4.492, 2.307], [0.565, -4.375, 1.363], [-1.550, -4.516, 0.951], [-1.356, -4.153, -0.780], [-3.017, -2.536, 1.202], [-3.649, -3.528, -0.141], [-4.072, -2.352, -1.915], [-4.837, -0.960, -3.738], [-4.311, 0.527, -5.644], [-2.043, 1.516, -5.818], [-0.317, 1.003, -4.134], [0.119, 2.825, 1.255], [0.651, 1.972, -0.422], [0.155, 3.418, -1.608], [2.573, 2.191, -0.150], [3.599, 1.590, -1.133], [4.956, 2.163, -0.695], [3.696, 0.063, -1.028], [2.197, -1.122, -1.493], [3.273, -2.747, -1.380], [2.159, -1.020, -3.434], [3.235, 2.058, -2.551], [4.322, 1.836, -4.203], [5.510, 3.377, -3.967], [5.685, 0.460, -3.873], [0.220, 2.124, 2.081], [-0.923, 3.131, 1.175], [0.751, 3.700, 1.416], [0.569, 4.340, -1.201], [-0.933, 3.483, -1.633], [0.522, 3.258, -2.619], [2.754, 1.804, 0.855], [2.717, 3.276, -0.112], [5.152, 1.907, 0.348], [4.962, 3.252, -0.781], [5.777, 1.772, -1.291], [3.943, -0.204, 0.005], [4.527, -0.288, -1.645], [4.084, -2.699, -2.108], [2.647, -3.614, -1.592], [3.684, -2.845, -0.377], [3.164, -0.888, -3.835], [1.512, -0.219, -3.776], [1.751, -1.961, -3.805], [3.095, 3.144, -2.525], [2.260, 1.645, -2.825], [4.913, 4.288, -3.954], [6.189, 3.425, -4.818], [6.090, 3.311, -3.048], [5.252, -0.538, -3.873], [6.259, 0.608, -2.963], [6.362, 0.527, -4.726], [-6.373, -0.050, 6.455], [-5.252, -0.231, 5.467], [-5.198, 0.501, 4.291], [-4.161, 0.356, 3.373], [-4.186, 1.163, 2.117], [-3.126, -0.547, 3.644], [-1.524, -0.697, 2.591], [-3.177, -1.324, 4.816], [-2.134, -2.346, 5.195], [-4.236, -1.143, 5.701], [-7.127, 0.639, 6.074], [-6.004, 0.351, 7.401], [-6.866, -0.999, 6.674], [-5.989, 1.209, 4.069], [-5.091, 1.765, 2.053], [-4.148, 0.510, 1.249], [-3.318, 1.822, 2.050], [-1.567, -2.698, 4.338], [-2.612, -3.199, 5.680], [-1.417, -1.924, 5.904], [-4.262, -1.748, 6.603], [-4.132, 2.566, -1.422], [-2.981, 1.691, -0.805], [-2.133, 1.048, -0.346], [-5.175, 2.098, -1.012], [-3.952, 3.699, -1.019], [-4.030, 2.487, -2.627]],
  "forces_ev_per_a": [[0.1, -0.2, -0.2], [0.1, -0.1, 0.3], [-0.1, 0.1, -0.1], [0.1, 0.0, 0.0], [0.0, 0.0, 0.0], [0.0, 0.1, 0.0], [0.0, 0.0, 0.0], [-0.1, -0.2, 0.0], [0.1, 0.0, 0.1], [0.0, -0.2, 0.0], [0.2, 0.0, 0.0], [0.1, 0.1, 0.0], [0.0, -0.1, 0.2], [0.0, 0.1, -0.1], [-0.2, -0.1, 0.1], [0.0, 0.0, 0.0], [0.0, 0.0, 0.0], [0.0, 0.0, 0.0], [-0.1, 0.0, -0.1], [0.2, -0.1, 0.2], [-0.2, 0.2, -0.2], [0.0, 0.0, 0.0], [0.0, 0.0, 0.0], [0.0, 0.0, 0.0], [0.0, 0.0, 0.0], [0.0, 0.0, 0.0], [0.0, 0.0, 0.0], [0.0, 0.0, 0.0], [0.0, 0.0, 0.0], [0.0, 0.0, -0.1], [0.0, 0.0, 0.0], [0.0, 0.0, 0.0], [0.0, 0.0, 0.0], [0.0, 0.0, 0.0], [0.0, 0.0, 0.0], [0.1, 0.0, -0.1], [-0.1, 0.0, 0.5], [0.0, 0.0, -0.1], [0.1, 0.0, -0.1], [0.0, 0.1, 0.0], [0.0, 0.0, 0.0], [0.1, 0.0, 0.0], [-0.3, 0.0, 0.1], [0.1, -0.1, 0.0], [0.1, -0.1, -0.1], [0.0, 0.0, 0.0], [-0.1, 0.0, 0.0], [0.1, 0.0, 0.0], [0.0, 0.0, 0.0], [0.0, 0.0, 0.0], [0.0, 0.0, 0.0], [0.0, 0.0, 0.1], [0.0, 0.0, -0.1], [0.0, 0.0, 0.0], [0.0, 0.0, 0.0], [0.0, 0.0, 0.0], [0.1, 0.0, 0.0], [0.0, 0.0, 0.0], [0.0, 0.0, 0.0], [0.0, 0.0, -0.1], [0.0, 0.0, 0.0], [0.0, 0.1, 0.1], [0.0, -0.1, 0.0], [0.0, 0.0, 0.0], [0.0, 0.0, 0.0], [-0.1, 0.0, 0.0], [0.0, 0.0, 0.0], [0.0, 0.0, 0.0], [0.0, 0.0, 0.0], [0.0, 0.0, 0.1], [0.0, 0.0, 0.0], [0.0, 0.0, 0.0], [0.0, 0.0, 0.0], [0.0, 0.0, 0.0], [0.0, 0.0, 0.0], [0.0, 0.0, 0.0], [0.0, 0.0, 0.0], [0.0, 0.0, 0.0], [0.0, 0.0, 0.0], [0.0, 0.0, 0.1], [0.0, 0.0, 0.0], [-0.1, -0.2, 0.1], [0.1, 0.4, 0.1], [-0.1, 0.0, 0.0], [0.0, 0.0, 0.0], [0.0, -0.1, 0.0], [0.0, 0.0, 0.0], [0.0, 0.0, 0.0], [0.0, 0.0, 0.0], [0.0, 0.0, 0.0], [0.0, 0.0, 0.0], [0.0, 0.0, -0.1], [0.0, 0.0, 0.0], [0.0, 0.0, 0.0], [0.0, 0.0, 0.0], [0.0, 0.0, 0.0], [0.0, 0.0, 0.0], [0.0, 0.0, 0.1], [0.0, 0.1, -0.1], [-0.3, 0.2, -0.1], [0.1, 0.0, 0.0], [0.0, -0.1, 0.0], [0.0, 0.0, 0.0]],
  "relative_energy_kcal_mol": 17.3,
  "homo_lumo_gap_ev": 6.5,
  "lumo_energy_ev": -0.49,
  "energy_ha": -10938.42852
}